14
Properties=species:S:1:pos:R:3:nbo_charge:R:1 method="wB97M-V/def2-TZVPD" charge=+1 total_energy_ev=-16027.516 homo_lumo_gap_ev=10.25 homo_ev=-13.44 relative_energy_kj_mol=182.4
C 0.764 -0.143 0.367 -0.29
C -0.497 -0.607 -0.256 -0.03
N -1.063 -1.802 0.193 -0.82
N 1.108 1.257 0.069 -0.73
S -1.718 0.959 0.142 -0.14
H 0.589 -0.147 1.468 0.23
H 1.594 -0.832 0.246 0.26
H -0.625 -0.513 -1.369 0.24
H -0.900 -2.151 1.190 0.41
H -1.616 -2.433 -0.395 0.43
H -0.074 1.523 -0.010 0.36
H 1.482 1.475 -0.837 0.43
H 1.520 1.676 0.841 0.43
H -2.342 1.547 -1.038 0.21

26
Properties=species:S:1:pos:R:3:nbo_charge:R:1 method="wB97M-V/def2-TZVPD" charge=0 total_energy_ev=-10629.384 homo_lumo_gap_ev=10.11 homo_ev=-9.06 smiles=Cc1ccccc1.CCC relative_energy_kj_mol=34.6
C 0.700 2.440 1.203 -0.63
C 0.603 0.929 1.235 0.00
C -0.349 0.336 2.061 -0.23
C -0.457 -1.045 2.117 -0.19
C 0.468 -1.835 1.452 -0.23
C 1.398 -1.249 0.609 -0.20
C 1.402 0.132 0.435 -0.23
H -0.303 2.861 1.080 0.22
H 1.320 2.802 0.391 0.21
H 1.078 2.819 2.146 0.22
H -1.102 0.890 2.601 0.21
H -1.247 -1.527 2.685 0.21
H 0.486 -2.912 1.571 0.21
H 2.092 -1.882 0.072 0.21
H 2.125 0.578 -0.233 0.21
C -1.896 0.466 -1.663 -0.61
C -1.113 -0.659 -2.367 -0.40
C -0.164 -0.143 -3.432 -0.61
H -1.386 1.417 -1.733 0.20
H -2.126 0.205 -0.636 0.21
H -2.901 0.544 -2.101 0.20
H -0.544 -1.265 -1.654 0.20
H -1.848 -1.400 -2.682 0.19
H 0.246 -0.926 -4.064 0.21
H -0.534 0.674 -4.055 0.20
H 0.693 0.257 -2.892 0.20

15
Properties=species:S:1:pos:R:3:nbo_charge:R:1 method="wB97M-V/def2-TZVPD" charge=0 total_energy_ev=-14731.514 homo_lumo_gap_ev=10.38 homo_ev=-11.23 smiles="CCc1nnnn1[N+](=O)[O-]" relative_energy_kj_mol=488.4
C -2.242 -0.159 0.356 -0.59
C -1.017 0.365 -0.392 -0.50
C 0.097 -0.558 -0.226 0.44
N 0.232 -1.801 -0.128 -0.30
N 1.530 -2.166 0.051 -0.04
N 2.302 -1.198 0.095 0.02
N 1.666 -0.052 -0.059 -0.17
N 2.209 1.214 0.031 0.65
O 1.435 2.110 -0.176 -0.37
O 3.366 1.283 0.311 -0.32
H -2.065 -0.087 1.424 0.21
H -2.431 -1.200 0.105 0.23
H -3.120 0.430 0.106 0.22
H -0.739 1.358 -0.036 0.26
H -1.226 0.461 -1.464 0.25

108
Properties=species:S:1:pos:R:3:nbo_charge:R:1 method="wB97M-V/def2-TZVPD" charge=+2 total_energy_ev=-109715.758 homo_lumo_gap_ev=6.37 homo_ev=-13.70
Ti 1.301 0.318 0.020 1.78
C -0.787 -3.861 -1.803 -0.94
P 0.712 -3.022 -1.158 0.87
C 0.630 -3.649 0.575 -0.09
N 0.872 -4.914 0.818 -0.39
C 0.986 -5.324 2.104 0.20
C 1.256 -6.683 2.388 -0.20
C 1.437 -7.070 3.683 -0.16
C 1.358 -6.131 4.745 -0.17
C 1.083 -4.820 4.500 -0.19
C 0.877 -4.397 3.165 0.09
N 0.523 -3.117 2.908 -0.37
C 0.358 -2.763 1.659 -0.14
P -0.310 -1.065 1.450 0.96
C -1.828 -1.108 0.441 -0.96
C -0.922 -0.464 3.115 -0.28
C -1.909 -1.489 3.698 -0.62
C 0.206 -0.202 4.113 -0.62
C -1.695 0.840 2.856 -0.62
C 2.072 -3.978 -2.026 -0.29
C 1.874 -5.495 -2.099 -0.62
C 3.404 -3.667 -1.351 -0.61
C 2.072 -3.431 -3.459 -0.63
H -0.763 -4.904 -1.489 0.26
H -0.813 -3.812 -2.890 0.25
H -1.697 -3.406 -1.413 0.23
H 1.324 -7.382 1.566 0.24
H 1.648 -8.106 3.911 0.24
H 1.513 -6.470 5.760 0.24
H 1.004 -4.090 5.295 0.23
H -2.609 -1.681 0.939 0.27
H -1.620 -1.540 -0.532 0.27
H -2.177 -0.086 0.290 0.26
H -1.415 -2.396 4.029 0.24
H -2.718 -1.747 3.014 0.21
H -2.372 -1.018 4.569 0.24
H 0.851 -1.065 4.245 0.24
H -0.260 0.025 5.075 0.23
H 0.807 0.656 3.830 0.22
H -2.647 0.664 2.355 0.22
H -1.122 1.571 2.285 0.20
H -1.920 1.289 3.825 0.24
H 1.808 -5.959 -1.121 0.24
H 2.736 -5.917 -2.624 0.23
H 0.988 -5.764 -2.673 0.21
H 3.443 -4.059 -0.332 0.22
H 3.602 -2.597 -1.320 0.21
H 4.210 -4.139 -1.917 0.23
H 1.172 -3.717 -4.006 0.22
H 2.924 -3.851 -3.999 0.23
H 2.153 -2.345 -3.485 0.22
C -2.978 -1.074 -3.174 -0.60
C -2.186 0.231 -3.075 -0.24
C -2.961 1.354 -3.772 -0.60
C -0.787 0.079 -3.651 -0.04
C -0.656 -0.311 -4.983 -0.20
C 0.581 -0.409 -5.594 -0.17
C 1.733 -0.146 -4.869 -0.20
C 1.658 0.208 -3.530 -0.04
C 2.907 0.500 -2.730 -0.18
C 3.181 2.002 -2.635 -0.60
C 4.154 -0.231 -3.221 -0.61
C 0.395 0.333 -2.948 0.17
N 0.326 0.926 -1.606 -0.75
C -0.327 2.104 -1.634 0.16
C -0.474 3.035 -0.640 0.01
C -1.059 4.322 -0.649 -0.12
C -0.724 4.934 0.532 -0.28
C 0.095 4.067 1.304 0.32
N 0.186 2.942 0.579 -0.02
C 0.878 4.424 2.540 -0.11
C 2.237 4.949 2.028 -0.59
C 1.115 3.258 3.499 -0.60
C 0.140 5.540 3.288 -0.60
H -3.927 -0.982 -2.644 0.22
H -2.424 -1.911 -2.754 0.21
H -3.208 -1.317 -4.212 0.22
H -2.107 0.475 -2.012 0.19
H -3.075 1.135 -4.834 0.22
H -2.474 2.329 -3.700 0.19
H -3.961 1.447 -3.345 0.23
H -1.548 -0.521 -5.560 0.23
H 0.650 -0.692 -6.635 0.24
H 2.700 -0.234 -5.347 0.23
H 2.723 0.088 -1.720 0.14
H 3.292 2.407 -3.642 0.24
H 4.102 2.198 -2.086 0.23
H 2.370 2.552 -2.151 0.20
H 4.561 0.259 -4.107 0.23
H 3.955 -1.273 -3.468 0.22
H 4.931 -0.198 -2.457 0.23
H -0.727 2.406 -2.596 0.25
H -1.649 4.731 -1.454 0.26
H -1.005 5.926 0.842 0.26
H 2.807 4.156 1.539 0.21
H 2.816 5.310 2.879 0.24
H 2.111 5.774 1.327 0.22
H 1.600 2.411 3.021 0.22
H 0.186 2.927 3.963 0.22
H 1.774 3.607 4.295 0.24
H 0.096 6.465 2.712 0.22
H 0.677 5.760 4.210 0.24
H -0.876 5.243 3.553 0.22
O 3.426 1.062 0.332 -0.81
Cl 3.531 -0.156 1.202 1.94
O 2.667 0.084 2.345 -0.74
O 2.672 -1.115 0.322 -0.87
O 0.861 1.819 0.854 -0.61

19
Properties=species:S:1:pos:R:3:nbo_charge:R:1 method="wB97M-V/def2-TZVPD" charge=0 total_energy_ev=-81539.010 homo_lumo_gap_ev=8.88 homo_ev=-8.92 smiles="CO[C@@]1(Br)C=CC=C[C@H]1O" relative_energy_kj_mol=168.8
C 1.204 -2.446 -0.248 -0.28
O 0.734 -1.388 -1.039 -0.53
C 0.728 -0.098 -0.578 0.30
Br 2.574 0.419 0.264 -0.15
C 0.261 0.832 -1.601 -0.28
C -0.270 2.002 -1.275 -0.18
C -0.525 2.461 0.079 -0.21
C -0.646 1.541 1.076 -0.19
C -0.208 0.133 0.979 0.07
O -1.292 -0.689 0.988 -0.73
H 2.127 -2.314 0.471 0.21
H 1.396 -3.347 -0.857 0.20
H 0.291 -2.689 0.277 0.19
H 0.210 0.554 -2.684 0.23
H -0.661 2.648 -2.135 0.22
H -0.779 3.520 0.056 0.22
H -1.117 1.677 1.934 0.20
H 0.380 -0.273 1.839 0.21
H -2.166 -0.387 0.885 0.49

65
Properties=species:S:1:pos:R:3:lowdin_spin:R:1 method="wB97M-V/def2-TZVPD" multiplicity=5 charge=0 total_energy_ev=-115769.199 homo_lumo_gap_ev="6.77 / 4.77" homo_ev="-7.09 / -6.99" s2=6.154 relative_energy_kj_mol=210.8
Co 1.170 0.460 0.126 2.11
C 3.737 -1.025 -0.241 0.00
N 3.277 0.358 -0.033 0.02
C 3.637 1.192 -1.182 0.01
C 2.905 0.775 -2.456 0.05
N 1.639 0.127 -2.155 0.53
C 0.733 -0.087 -3.138 0.02
C 0.541 0.669 -4.320 0.09
F 1.306 1.725 -4.598 0.03
C -0.490 0.408 -5.194 -0.01
F -0.669 1.178 -6.266 -0.01
C -1.361 -0.645 -4.961 0.10
F -2.348 -0.892 -5.812 0.03
C -1.196 -1.434 -3.834 -0.01
F -2.021 -2.458 -3.619 -0.01
C -0.179 -1.158 -2.954 0.09
F -0.020 -1.982 -1.921 0.02
C 3.826 0.918 1.219 0.00
C 3.108 0.301 2.392 0.01
N 1.698 0.578 2.197 0.11
C 0.819 0.145 3.146 0.01
C -0.433 0.781 3.270 0.01
F -0.678 1.881 2.542 0.01
C -1.424 0.375 4.134 0.00
F -2.585 1.045 4.180 0.00
C -1.225 -0.697 4.982 0.01
F -2.186 -1.096 5.827 0.00
C -0.009 -1.333 4.932 0.00
F 0.218 -2.390 5.724 0.00
C 0.967 -0.931 4.036 0.01
F 2.086 -1.694 4.011 0.00
H 4.822 -1.050 -0.399 0.00
H 3.236 -1.462 -1.103 0.00
H 3.493 -1.626 0.629 0.00
H 4.720 1.165 -1.361 0.00
H 3.362 2.212 -0.925 0.01
H 3.495 0.050 -3.030 0.02
H 2.796 1.651 -3.089 0.01
H 3.630 1.990 1.204 0.00
H 4.909 0.749 1.260 0.00
H 3.494 0.761 3.311 0.00
H 3.373 -0.760 2.461 0.00
C -2.691 1.080 -2.108 0.01
Si -3.114 0.855 -0.314 0.00
C -4.809 0.105 -0.172 0.00
C -3.061 2.464 0.583 0.01
C -1.913 -0.418 0.405 -0.02
C -2.342 -1.645 0.936 -0.01
C -1.449 -2.639 1.336 0.00
C -0.092 -2.435 1.158 0.00
N 0.309 -1.259 0.678 -0.02
C -0.531 -0.314 0.395 -0.13
S 0.591 2.354 -0.480 0.87
H -3.303 1.873 -2.550 0.00
H -2.885 0.156 -2.664 0.00
H -1.637 1.356 -2.227 0.01
H -5.545 0.789 -0.606 0.00
H -5.089 -0.055 0.874 0.00
H -4.886 -0.850 -0.702 0.00
H -3.826 3.133 0.172 0.00
H -2.088 2.947 0.478 0.01
H -3.256 2.325 1.649 0.00
H -3.406 -1.842 1.022 0.00
H -1.805 -3.573 1.749 0.00
H 0.658 -3.178 1.396 0.00